Entry from the OMol25 dataset: a structure of composition C32H35N2PdS2SbSi2 (the ωB97M-V functional and the def2-TZVPD basis).

Computed properties:
- total charge = 0
- energy above the lowest of the compared OMol25 structures with the same formula, charge and spin (kJ/mol) = 53.0
- E_HOMO (eV) = -6.619
- orbital gap (eV) = 6.00
- total energy (hartree) = -3093.432707

Positions of all 75 atoms, in Å:
Pd  -0.49075  0.51307  0.53037
C  2.57006  2.03826  -0.39983
Si  1.83516  0.58322  0.56781
C  2.32058  -0.97328  -0.38858
C  2.75203  0.55839  2.21828
C  4.12635  0.65395  2.44801
C  4.62451  0.59236  3.74054
C  3.75711  0.43075  4.81676
C  2.39162  0.32750  4.59884
C  1.87930  0.39327  3.30159
Si  0.08445  0.22856  2.74562
C  -0.90119  1.55959  3.68636
C  -0.53171  -1.43769  3.39708
H  3.65495  1.90848  -0.46972
H  2.37754  2.98071  0.11605
H  2.17235  2.09929  -1.41496
H  3.40783  -1.02610  -0.50466
H  1.86431  -0.98656  -1.38109
H  1.98767  -1.86708  0.14263
H  4.81532  0.77925  1.61815
H  5.69111  0.66825  3.91700
H  4.15315  0.38398  5.82441
H  1.72519  0.19819  5.44641
H  -0.57653  1.59541  4.73098
H  -1.97649  1.36318  3.67590
H  -0.73023  2.54427  3.24464
H  -0.57369  -1.43702  4.49127
H  0.14689  -2.23645  3.08857
H  -1.52175  -1.68409  3.00720
S  -0.86782  1.79192  -1.65400
C  -0.52895  3.38275  -1.25796
N  -0.52990  4.31144  -2.28012
C  -0.31871  5.62741  -2.09220
C  -0.07628  6.08225  -0.83583
C  -0.04416  5.10643  0.18084
N  -0.25008  3.82928  -0.00733
H  -0.71353  3.94455  -3.20363
H  -0.35303  6.25250  -2.97300
H  0.09748  7.12654  -0.63253
H  0.17997  5.40043  1.20229
S  -1.71368  -1.61505  -0.21508
Sb  -3.68126  -0.53660  -0.02649
C  -4.05691  1.42447  0.71342
C  -5.41007  1.74846  0.81781
C  -5.79419  2.98480  1.31444
C  -4.82805  3.89398  1.72560
C  -3.48472  3.56316  1.64032
C  -3.09413  2.33022  1.13096
C  -5.01364  -1.56408  1.25577
C  -4.92665  -1.33390  2.62554
C  -5.76390  -2.01658  3.49565
C  -6.69076  -2.92299  2.99866
C  -6.78071  -3.15058  1.63318
C  -5.94039  -2.47322  0.75922
C  -4.64291  -0.54179  -1.91452
C  -5.30765  0.56867  -2.42154
C  -5.91406  0.50070  -3.66917
C  -5.86043  -0.67396  -4.40552
C  -5.18722  -1.77970  -3.90451
C  -4.57129  -1.71288  -2.66300
H  -6.17257  1.03316  0.52760
H  -6.84538  3.23117  1.39139
H  -5.12584  4.85511  2.12527
H  -2.72645  4.25611  1.98280
H  -2.03247  2.09937  1.08188
H  -4.20763  -0.62330  3.01961
H  -5.69116  -1.84104  4.56116
H  -7.34426  -3.45402  3.67873
H  -7.50466  -3.85621  1.24631
H  -6.01610  -2.65308  -0.30717
H  -5.34535  1.49224  -1.85723
H  -6.42542  1.36809  -4.06678
H  -6.33597  -0.72516  -5.37653
H  -5.13188  -2.69159  -4.48494
H  -4.01050  -2.56314  -2.29013